ORCA calculation (ωB97M-V/def2-TZVPD) on 9 unconnected molecules or ions with the total composition C40H62N8O14.

Values from the calculation:
Electronic energy ... -83036.947 eV
Relative energy (zero: lowest compared OMol25 entry of this formula, charge and spin) ... 495.62 kJ/mol
LUMO energy ... -4.18 eV
Frontier orbital gap ... 2.729 eV
F_max ... 0.2105 Eh/bohr

```
! RIJCOSX wB97M-V def2-TZVPD def2/J DEFGRID3
* xyz 0 1
C -9.3729 -15.5238 -37.1751
C -8.6669 -14.4923 -38.0605
C -8.8741 -12.9902 -37.5172
C -8.0030 -12.5353 -36.3760
C -7.0696 -13.6215 -35.8893
C -6.3108 -14.3939 -37.0179
N -7.2830 -14.8788 -38.0805
O -6.8157 -15.6964 -39.0163
C -5.6744 -15.6573 -36.3186
C -5.1776 -13.4724 -37.6577
C -9.1766 -14.4111 -39.4449
H -10.5748 -15.3531 -37.1769
H -9.1524 -15.5243 -36.2315
H -9.6217 -16.4029 -37.4066
H -9.9925 -12.9922 -37.3510
H -8.7094 -12.3648 -38.2982
H -8.6756 -12.2557 -35.4343
H -7.3123 -11.7547 -36.8463
H -7.5838 -14.2419 -35.1422
H -6.4295 -13.1201 -35.1020
H -5.2769 -16.3903 -36.9900
H -6.3984 -16.1583 -35.7926
H -4.9868 -15.3387 -35.5335
H -4.6963 -13.7555 -38.3946
H -4.3913 -13.2634 -36.8642
H -5.6277 -12.5925 -37.8668
H -9.9844 -13.7903 -39.4351
H -9.4571 -15.3450 -39.7045
H -8.2815 -13.9010 -40.1942
C -5.8967 -9.1886 -38.7233
O -4.9263 -8.5556 -38.9900
O -6.3416 -10.0492 -39.6808
O -6.6684 -9.1539 -37.6971
H -5.6785 -10.3666 -40.5658
C -8.6536 -13.9454 -32.5138
C -8.7289 -15.4764 -32.6699
C -7.3767 -16.2825 -32.7095
C -6.1122 -15.5350 -32.5743
C -6.0344 -13.9717 -32.4529
C -7.4240 -13.2715 -32.4359
N -4.8223 -16.2888 -32.6747
O -4.7940 -17.5920 -32.3744
O -3.8067 -15.6820 -33.0191
H -9.6998 -13.5335 -32.6735
H -9.6381 -16.0391 -32.6827
H -7.4231 -17.3500 -32.6980
H -5.1380 -13.5589 -32.4346
H -7.4708 -12.2792 -32.1045
C -0.1047 -13.2510 -34.3115
C -1.0186 -14.4564 -34.6234
C -1.3964 -14.7532 -36.0842
C -0.9082 -13.8255 -37.1730
C 0.2477 -12.8064 -36.8686
C 0.5528 -12.5274 -35.3354
N -1.3495 -14.0907 -38.5761
O -1.1423 -13.1138 -39.3458
O -2.1914 -14.9657 -38.5673
H -0.0189 -12.9977 -33.4062
H -1.3709 -15.1584 -33.8562
H -2.1954 -15.4836 -36.1173
H 0.6985 -12.2023 -37.6727
H 1.3910 -11.6932 -35.1718
C -16.5359 -11.8258 -37.2056
C -16.7517 -12.0814 -35.7151
C -15.5289 -12.4505 -34.9094
C -14.0775 -12.7360 -35.6682
C -13.9670 -12.6946 -37.1761
C -15.2679 -12.0987 -37.8172
N -12.9152 -13.1515 -34.8340
O -11.6970 -13.3147 -35.2696
O -13.1550 -13.1493 -33.6338
H -17.3216 -11.7002 -37.7876
H -17.6826 -11.8121 -35.2467
H -15.7831 -12.5849 -33.6671
H -13.1828 -12.5386 -38.0048
H -15.0678 -12.3063 -38.9169
C -3.6567 -18.6276 -37.3420
O -3.0940 -18.5721 -36.2730
N -4.9179 -18.9799 -37.4640
C -5.6165 -19.1125 -38.8053
C -5.6711 -19.3781 -36.3191
H -3.2526 -18.4269 -38.2438
H -5.4245 -18.2932 -39.4716
H -6.5895 -19.0105 -38.8520
H -5.1802 -19.9774 -39.2515
H -5.2363 -20.1354 -35.5591
H -6.8468 -19.6104 -36.5906
H -5.9810 -18.6176 -35.6440
C -4.8423 -10.2071 -34.8519
O -5.5159 -10.6104 -33.9139
N -3.7138 -10.7541 -35.0482
C -2.8110 -10.3211 -36.1046
C -3.1037 -11.6508 -34.0008
H -5.3470 -9.7227 -35.7888
H -3.2890 -9.6865 -36.8581
H -2.5585 -11.2595 -36.6616
H -1.8980 -9.7880 -35.6507
H -3.5502 -11.4700 -32.9813
H -2.0755 -11.5718 -33.6344
H -3.2269 -12.6605 -34.0971
C -13.8217 -16.3912 -35.9110
O -14.0749 -16.2631 -37.0469
N -12.8016 -17.2597 -35.4889
C -12.5803 -17.3768 -34.0255
C -11.8474 -17.8545 -36.3068
H -14.3458 -15.7898 -35.0815
H -12.9752 -18.3568 -33.7071
H -13.2702 -16.7975 -33.4550
H -11.5759 -17.0965 -33.7520
H -11.8630 -17.4335 -37.3239
H -12.2986 -18.7996 -36.2142
H -10.8601 -17.7094 -35.7372
C -11.2624 -10.0949 -32.4026
O -10.7507 -9.9984 -31.2369
N -10.5892 -9.6489 -33.4724
C -11.2234 -9.7445 -34.8158
C -9.1412 -9.4708 -33.4955
H -12.1663 -10.7019 -32.5445
H -11.3778 -10.7732 -35.1189
H -10.5120 -9.5941 -35.5141
H -12.0734 -8.8273 -34.9003
H -8.9590 -9.0138 -34.3455
H -8.4880 -10.2900 -33.6113
H -8.7734 -8.8500 -32.7116
*
```